The following is a quantum chemistry calculation of C44H68B3F3O34 as an isolated structure at a distorted geometry, from the Open Molecules 2025 dataset.

Geometry as XYZ:
```
152
Properties=species:S:1:pos:R:3
C -2.712 -0.802 0.598
C -3.390 -0.550 1.953
C -4.772 0.126 1.864
C -4.724 1.613 2.281
C -5.564 2.593 1.442
C -5.446 2.401 -0.074
C -3.980 2.346 -0.533
B -3.649 1.360 -1.691
O -2.323 0.973 -1.925
B -1.920 1.483 -3.148
C -0.587 2.261 -3.329
C 0.424 2.027 -2.178
C 1.681 1.352 -2.704
O 2.591 1.040 -1.665
C 2.371 -0.233 -1.112
O -2.822 1.270 -4.189
B -3.942 0.546 -3.792
C -4.429 -0.638 -4.699
C -4.052 -0.488 -6.187
C -2.789 -1.217 -6.551
F -1.698 -0.815 -5.853
F -2.931 -2.561 -6.324
F -2.498 -1.073 -7.875
O -4.572 0.859 -2.597
H -3.470 -0.831 -0.182
H -2.240 -1.784 0.588
H -1.956 -0.064 0.353
H -3.541 -1.521 2.420
H -2.728 0.026 2.594
H -5.200 -0.023 0.878
H -5.430 -0.380 2.566
H -5.102 1.659 3.302
H -3.702 1.977 2.350
H -6.602 2.577 1.771
H -5.204 3.599 1.668
H -5.976 3.217 -0.559
H -5.973 1.493 -0.362
H -3.292 2.149 0.284
H -3.698 3.328 -0.930
H -0.782 3.333 -3.371
H -0.125 2.025 -4.289
H 0.673 2.958 -1.682
H 0.003 1.363 -1.425
H 2.167 2.019 -3.415
H 1.403 0.454 -3.263
H 2.368 -1.012 -1.879
H 1.430 -0.298 -0.561
H 3.184 -0.432 -0.419
H -3.994 -1.559 -4.306
H -5.505 -0.766 -4.616
H -4.834 -0.954 -6.782
H -4.001 0.557 -6.469
C -0.563 -3.190 3.290
C 0.545 -2.971 2.285
O 0.501 -1.556 2.097
C -0.062 -0.990 3.177
O -0.094 0.183 3.383
O -0.595 -1.933 3.995
H -0.369 -4.010 3.976
H -1.534 -3.343 2.816
H 1.526 -3.244 2.675
H 0.387 -3.482 1.341
C 0.082 -0.110 6.579
C -1.045 0.882 6.707
O -1.795 0.341 7.812
C -0.960 -0.416 8.552
O -1.233 -0.865 9.623
O 0.216 -0.600 7.927
H 1.001 0.347 6.235
H -0.164 -0.943 5.926
H -0.693 1.879 6.972
H -1.661 0.945 5.814
C 5.095 -2.098 1.416
C 5.625 -2.342 0.020
O 4.678 -3.290 -0.498
C 3.527 -3.152 0.184
O 2.499 -3.674 -0.118
O 3.688 -2.346 1.253
H 5.263 -1.086 1.773
H 5.493 -2.805 2.145
H 5.598 -1.446 -0.602
H 6.628 -2.755 0.009
C -0.892 -4.724 -2.242
C -1.843 -3.551 -2.115
O -2.677 -3.954 -1.021
C -1.994 -4.849 -0.271
O -2.333 -5.235 0.798
O -0.857 -5.229 -0.900
H 0.105 -4.437 -2.565
H -1.272 -5.507 -2.900
H -1.332 -2.625 -1.842
H -2.440 -3.382 -3.007
C 3.116 2.851 2.984
C 2.002 3.868 3.123
O 1.301 3.389 4.275
C 2.150 2.642 5.011
O 1.906 2.229 6.099
O 3.300 2.416 4.339
H 4.037 3.271 2.592
H 2.821 1.992 2.378
H 2.377 4.872 3.332
H 1.340 3.903 2.263
C 10.351 -2.914 -2.847
C 9.259 -1.872 -2.704
O 8.489 -2.395 -1.614
C 9.287 -3.207 -0.879
O 8.985 -3.653 0.178
O 10.457 -3.428 -1.513
H 11.302 -2.501 -3.170
H 10.067 -3.729 -3.514
H 9.647 -0.893 -2.421
H 8.641 -1.770 -3.591
C -0.513 6.741 -5.339
C 0.640 6.436 -6.268
O 1.644 5.953 -5.361
C 1.026 5.489 -4.253
O 1.559 4.872 -3.389
O -0.286 5.816 -4.263
H -1.479 6.577 -5.808
H -0.467 7.757 -4.938
H 0.399 5.647 -6.981
H 1.003 7.306 -6.806
C 2.884 -6.690 -1.283
C 1.874 -7.757 -0.944
O 1.242 -7.977 -2.211
C 2.112 -7.615 -3.188
O 1.952 -7.829 -4.343
O 3.168 -6.949 -2.664
H 3.793 -6.746 -0.689
H 2.451 -5.697 -1.180
H 2.314 -8.698 -0.608
H 1.154 -7.410 -0.207
C -1.428 -3.127 12.949
C -0.538 -3.174 11.727
O 0.666 -3.753 12.255
C 0.350 -4.459 13.363
O 1.090 -5.189 13.937
O -0.932 -4.220 13.733
H -2.480 -3.269 12.722
H -1.306 -2.204 13.518
H -0.931 -3.831 10.949
H -0.344 -2.197 11.298
C -4.218 9.920 -7.317
C -2.976 10.405 -8.037
O -2.081 9.297 -7.871
C -2.821 8.185 -7.665
O -2.382 7.080 -7.654
O -4.116 8.498 -7.465
H -5.143 10.282 -7.758
H -4.208 10.163 -6.254
H -3.143 10.563 -9.103
H -2.549 11.306 -7.604
```

Output
**2S+1**: 1
**LUMO**: 0.07 eV
**HOMO**: -9.66 eV

The following is a quantum chemistry calculation of C44H69BMoN3O5P2 as an isolated structure at a distorted geometry, from the Open Molecules 2025 dataset.

Geometry as XYZ:
```
125
Properties=species:S:1:pos:R:3
Mo -1.144 0.667 0.363
O -0.973 -0.601 4.662
C -1.235 -0.903 3.501
O -0.885 -0.283 2.451
C -2.172 -2.096 3.265
C -3.625 -1.573 3.204
C -4.609 -2.734 3.380
C -4.459 -3.452 2.017
C -3.457 -2.533 1.299
O -3.802 -1.240 1.818
C -2.056 -2.774 1.865
C -0.931 -2.165 1.031
O 0.217 -2.516 1.179
O -1.320 -1.305 0.099
H -2.052 -2.791 4.095
H -3.807 -0.698 3.824
H -4.355 -3.363 4.234
H -5.623 -2.357 3.520
H -4.082 -4.471 2.109
H -5.405 -3.487 1.476
H -3.517 -2.533 0.214
H -1.826 -3.838 1.930
C 0.617 -3.233 -4.660
C -0.217 -3.364 -3.384
C -1.362 -2.333 -3.437
C -0.865 -4.756 -3.381
P 0.542 -3.127 -1.671
C 1.529 -1.514 -1.682
N 0.884 -0.329 -2.215
B -0.206 0.468 -1.667
N -0.572 1.334 -2.775
C -1.747 2.145 -2.820
P -2.409 2.226 -1.086
C -4.146 1.542 -1.245
C -4.802 1.487 0.139
C -3.974 0.093 -1.732
C -5.071 2.273 -2.218
C -2.383 4.108 -0.891
C -2.862 4.590 0.473
C -0.909 4.529 -1.025
C -3.202 4.841 -1.967
C 0.289 1.162 -3.838
C 0.359 1.812 -5.057
C 1.417 1.500 -5.910
C 2.370 0.564 -5.535
C 2.285 -0.107 -4.315
C 1.217 0.166 -3.474
C 1.994 -4.326 -1.462
C 2.798 -4.646 -2.721
C 2.958 -3.751 -0.412
C 1.429 -5.627 -0.875
H -0.055 -3.109 -5.517
H 1.221 -4.117 -4.849
H 1.272 -2.368 -4.645
H -2.074 -2.629 -4.215
H -0.999 -1.337 -3.684
H -1.895 -2.272 -2.485
H -1.514 -4.850 -4.258
H -1.476 -4.917 -2.489
H -0.121 -5.552 -3.437
H 2.486 -1.648 -2.191
H 1.738 -1.361 -0.623
H -2.494 1.729 -3.506
H -1.520 3.153 -3.171
H -4.212 0.903 0.848
H -5.775 0.995 0.046
H -4.971 2.478 0.560
H -3.357 -0.504 -1.058
H -3.528 0.034 -2.728
H -4.964 -0.372 -1.780
H -5.954 1.649 -2.389
H -5.418 3.223 -1.815
H -4.613 2.460 -3.191
H -2.241 4.199 1.271
H -2.773 5.681 0.502
H -3.907 4.342 0.663
H -0.278 4.018 -0.302
H -0.848 5.603 -0.829
H -0.501 4.353 -2.021
H -4.248 4.934 -1.678
H -3.169 4.382 -2.955
H -2.804 5.854 -2.067
H -0.374 2.562 -5.330
H 1.503 2.004 -6.865
H 3.200 0.349 -6.196
H 3.046 -0.826 -4.042
H 3.109 -3.743 -3.252
H 2.237 -5.271 -3.416
H 3.704 -5.197 -2.445
H 3.591 -2.966 -0.828
H 3.619 -4.557 -0.075
H 2.436 -3.353 0.458
H 0.677 -6.088 -1.516
H 0.970 -5.437 0.096
H 2.241 -6.349 -0.736
C -2.785 2.285 3.257
C -1.786 3.288 3.829
C -1.313 2.743 5.185
C -0.540 3.722 3.043
C 0.057 4.886 3.518
C 1.325 5.295 3.143
C 2.060 4.462 2.306
C 1.515 3.316 1.756
C 2.415 2.459 0.878
C 2.348 0.954 1.157
C 2.272 2.746 -0.620
C 0.146 2.999 2.022
N -0.461 2.098 1.224
H -3.625 2.201 3.955
H -2.332 1.305 3.165
H -3.192 2.565 2.292
H -2.335 4.218 4.027
H -0.761 1.811 5.046
H -2.170 2.524 5.829
H -0.671 3.463 5.696
H -0.490 5.465 4.257
H 1.753 6.208 3.536
H 3.090 4.708 2.068
H 3.428 2.769 1.161
H 1.500 0.476 0.665
H 2.267 0.734 2.222
H 3.250 0.472 0.769
H 1.313 2.386 -0.991
H 3.059 2.237 -1.183
H 2.338 3.817 -0.828
```

Output
**2S+1**: 3
**LUMO (spin up / spin down)**: 2.33 / 2.32 eV
**HOMO (spin up / spin down)**: -2.96 / -4.48 eV
**Total charge**: -1